No. 1
82
Properties=species:S:1:pos:R:3:forces:R:3 method="wB97M-V/def2-TZVPD" charge=+1 mol_weight_da=676.3 max_force_ev_per_a=0.3 homo_lumo_gap_ev=8.07 e_above_lowest_kj_mol=0.00 total_energy_ha=-5225.9064 lumo_energy_ev=-2.2
Ga 0.55152 -0.89560 0.18004 0.1537 -0.1335 -0.0658
C 1.49092 0.22968 -3.06619 0.0052 -0.0460 -0.0174
C 2.34327 1.14009 -2.18437 0.0021 0.0169 0.0239
C 2.42868 2.53260 -2.80892 -0.0146 0.0299 0.0170
P 1.76699 1.04463 -0.43891 -0.1719 0.0079 0.0473
C 3.15477 1.43557 0.70237 0.0002 -0.0430 0.0319
C 3.90989 2.70978 0.33263 0.0156 0.0031 0.0070
C 2.60460 1.51161 2.12775 0.0205 -0.0038 -0.0004
C 0.41226 2.14002 0.00161 -0.0301 -0.0591 0.0466
C 0.41472 3.49948 -0.33934 0.0001 -0.0056 -0.0064
C -0.61889 4.34943 -0.00057 0.0084 -0.0171 0.0039
C -0.61209 5.80460 -0.37799 0.0060 0.0040 -0.0011
C -1.68039 3.78862 0.71103 -0.0229 -0.0051 0.0132
C -1.70031 2.46283 1.09027 -0.0015 0.0254 -0.0257
C -0.64651 1.59117 0.77236 0.1299 -0.0195 0.0043
N -0.62855 0.24656 1.16635 -0.2386 0.2109 0.0010
C -1.87012 -0.36373 1.51004 0.1016 -0.0523 -0.1714
C -2.48645 -0.11695 2.73057 -0.0872 0.0300 0.0321
C -3.72484 -0.66514 3.01994 0.0142 -0.0308 -0.0692
C -4.38790 -1.48963 2.10964 0.0412 0.0302 0.0096
C -5.73107 -2.08217 2.43528 0.0040 -0.0039 -0.0043
C -3.74304 -1.78711 0.91631 -0.0427 0.0360 0.0450
C -2.48861 -1.25931 0.61302 0.1509 0.1952 0.0752
P -1.47913 -1.82337 -0.77942 -0.0406 -0.0285 -0.0376
C -1.51024 -3.67431 -0.77387 -0.0827 -0.0299 -0.0351
C -2.67403 -4.38446 -1.47179 0.0440 -0.0087 0.0545
C -1.44502 -4.17825 0.67405 -0.0073 -0.0935 -0.0838
C -2.05301 -1.02624 -2.34658 0.0406 0.0415 0.0099
C -2.18151 0.47377 -2.06750 -0.0282 -0.0175 -0.0252
C -3.34774 -1.53531 -2.97602 -0.0378 -0.0323 0.0397
H 1.88817 0.22494 -4.08245 0.0057 -0.0042 0.0094
H 0.46731 0.60246 -3.11730 -0.0713 -0.0059 -0.0017
H 1.48400 -0.80129 -2.70589 -0.0127 0.0090 -0.0003
H 3.34855 0.70938 -2.11162 0.0227 0.0033 -0.0011
H 1.43149 2.94566 -2.96373 -0.0026 0.0021 -0.0006
H 2.90653 2.45009 -3.78610 0.0009 -0.0075 0.0022
H 3.00709 3.23801 -2.21627 -0.0060 0.0018 -0.0041
H 3.84124 0.59085 0.62440 -0.0050 -0.0143 -0.0014
H 3.25930 3.58579 0.35642 -0.0064 -0.0006 -0.0060
H 4.38577 2.64484 -0.64553 0.0019 -0.0074 0.0128
H 4.69859 2.86814 1.07024 -0.0025 0.0180 -0.0024
H 1.96143 2.38490 2.24553 -0.0015 0.0038 0.0053
H 3.43513 1.60230 2.82937 -0.0024 -0.0128 -0.0047
H 2.02700 0.62821 2.40713 0.0014 -0.0007 -0.0026
H 1.25192 3.90249 -0.89241 0.0182 0.0089 -0.0234
H 0.30181 6.06964 -0.90859 -0.0023 0.0007 -0.0010
H -0.68268 6.44053 0.50548 0.0007 -0.0001 0.0004
H -1.45720 6.04856 -1.02354 -0.0011 -0.0009 0.0010
H -2.52058 4.41570 0.98832 0.0025 0.0033 -0.0034
H -2.55227 2.10227 1.64485 -0.0172 -0.0590 0.0303
H -1.98609 0.52381 3.44555 -0.0109 0.0041 0.0006
H -4.19046 -0.44782 3.97399 -0.0020 0.0010 -0.0038
H -6.34346 -1.38141 3.00133 -0.0008 0.0018 -0.0032
H -5.62004 -2.98400 3.04050 -0.0003 0.0014 0.0042
H -6.27315 -2.35427 1.53039 -0.0006 -0.0007 0.0020
H -4.22977 -2.45421 0.21523 -0.0033 -0.0308 -0.0144
H -0.58086 -3.93918 -1.29000 0.0085 0.0041 0.0424
H -3.60478 -4.24410 -0.92265 -0.0480 0.0452 -0.0403
H -2.46255 -5.45471 -1.46864 -0.0056 -0.0046 0.0169
H -2.82788 -4.08664 -2.50122 0.0693 -0.0348 -0.0276
H -2.37609 -3.95467 1.19482 0.0472 -0.0325 0.0056
H -0.62543 -3.76589 1.25432 0.0927 0.0899 0.0543
H -1.32524 -5.26215 0.65516 0.0475 0.0068 0.0077
H -1.22961 -1.18736 -3.04931 0.0193 -0.0188 0.0023
H -3.03910 0.66873 -1.42124 0.0035 0.0100 0.0041
H -2.33681 1.00496 -3.00770 -0.0115 -0.0081 0.0019
H -1.30572 0.89741 -1.58251 0.0953 0.0588 0.0110
H -4.16400 -1.56984 -2.25194 0.0029 -0.0127 0.0051
H -3.23774 -2.51327 -3.43213 -0.0427 0.0331 -0.0163
H -3.64082 -0.84164 -3.76577 -0.0124 0.0138 0.0195
Cl 3.81265 -2.22933 -1.50083 -0.0150 0.0137 -0.0243
C 4.26788 -1.86048 0.13286 0.0271 0.0107 0.0538
C 5.56398 -1.42283 0.35199 -0.0048 0.0057 -0.0244
C 5.96214 -1.09254 1.63692 -0.0010 -0.0031 0.0204
C 5.07483 -1.20896 2.69382 0.0163 0.0003 -0.0262
C 3.78506 -1.65878 2.45948 -0.0392 -0.0053 0.0187
Cl 2.72057 -1.80650 3.81510 0.0206 0.0214 -0.0131
C 3.33992 -1.98569 1.17343 0.0207 -0.0268 -0.0762
S 1.72431 -2.65271 0.90014 -0.1180 -0.0841 0.0691
H 6.24853 -1.34752 -0.48117 -0.0034 -0.0002 0.0004
H 6.97343 -0.75400 1.81672 -0.0015 0.0025 0.0007
H 5.37546 -0.96667 3.70326 -0.0047 -0.0001 0.0020

No. 2
86
Properties=species:S:1:pos:R:3:forces:R:3 method="wB97M-V/def2-TZVPD" mol_weight_da=609.8 max_force_ev_per_a=8.7 homo_lumo_gap_ev=7.31 smiles="C=CC(=O)OCCCCCC[C@@H]1C(=O)N[C@](S)(CC(C)C)[C@H]1ON=O.c1ccncc1.c1ccncc1.c1ccncc1" total_energy_ha=-2292.7184 lumo_energy_ev=-1.4
C 0.72982 -0.90542 5.24941 -2.0833 -0.2895 -0.9351
C -0.69980 -1.00184 4.79619 3.0427 -0.7586 -0.4970
C -1.11677 -1.99705 3.52167 -4.8241 -2.9172 1.9678
O -2.38514 -2.46206 3.55988 7.6973 2.8587 -1.3385
O -0.15210 -2.36081 2.47244 -3.4900 1.8080 1.9760
C -0.84092 -2.53256 1.15094 -0.5194 -1.2208 -0.9678
C 0.34003 -2.95636 0.08798 -0.0723 -0.4368 0.0441
C -0.07732 -2.83459 -1.49228 0.4865 -1.3877 -0.3784
C 1.26126 -2.44013 -2.41285 -0.6151 -0.3668 -0.1855
C 1.18882 -0.91973 -3.03773 0.4567 0.3110 -0.6391
C 2.33329 0.11104 -2.45998 0.6372 -0.2156 -0.4376
C 2.35037 0.27701 -0.82903 -0.0939 0.3919 -0.3419
C 0.92226 0.42968 -0.03704 -4.0993 -0.1803 -1.3925
O -0.34519 0.40573 -0.46687 8.1955 0.1315 2.7650
N 1.39296 0.57988 1.40126 -1.1710 0.2332 -1.9574
C 2.54259 1.56116 1.36671 1.6399 -1.4575 1.6793
S 3.88069 0.58099 2.31314 -0.2032 -0.1570 1.6897
C 2.48771 2.94334 2.24348 -0.4994 1.1013 -0.4419
C 1.03655 3.70467 2.26115 -0.1157 0.7291 0.8610
C 0.51157 4.20015 0.76894 -0.4204 0.9797 0.6350
C -0.14165 2.87937 3.10584 -0.2207 -0.7296 -1.4576
C 3.15320 1.56087 -0.15402 -1.3319 0.2972 0.8986
O 4.59873 1.30026 0.10701 -1.5084 0.6000 -0.8827
N 5.14266 0.57034 -0.88873 3.0323 -3.5220 1.1956
O 5.96360 -0.23606 -0.41873 -2.7143 3.2700 -1.8170
H 1.30736 -1.82758 5.72855 -0.9553 1.6324 -2.4687
H 1.34954 0.07952 5.08347 -1.7647 -1.4580 1.8151
H -1.57444 -0.40035 5.33372 2.0594 -0.6231 -2.3009
H -1.64065 -3.41361 1.24583 1.8846 1.8913 -0.1786
H -1.45029 -1.57941 0.84702 1.5540 -1.5826 0.6558
H 1.34783 -2.35585 0.22625 -2.1779 -0.9764 0.1027
H 0.60939 -4.09771 0.29994 -0.4881 2.5422 -0.3548
H -1.00171 -2.15252 -1.71492 1.9534 -1.0450 0.5384
H -0.37932 -3.93426 -1.84161 0.4555 2.4264 0.7644
H 2.24845 -2.63803 -1.77216 -2.0957 0.5881 -1.3706
H 1.30616 -3.20772 -3.32514 -0.0890 1.7419 2.0284
H 1.38790 -1.04093 -4.20830 -0.3677 0.5171 2.5715
H 0.14239 -0.39661 -2.93085 1.9827 -1.3816 -0.0471
H 2.23860 1.16017 -3.01869 0.0975 -2.2493 1.3597
H 3.39056 -0.34892 -2.76915 -2.2213 1.1333 0.7330
H 2.86985 -0.66758 -0.31826 -1.2038 1.8890 -1.1248
H 1.76659 -0.39659 1.59551 -0.5344 1.6366 0.0984
H 3.34138 0.54596 3.63823 0.0983 0.2224 -1.8408
H 2.89262 2.74060 3.34706 -1.2274 0.3730 -2.5071
H 3.26930 3.71537 1.77734 -1.5565 -1.8238 0.8046
H 1.19775 4.71011 2.88474 -0.0647 -2.1810 -1.3995
H -0.00072 5.26076 0.95254 1.0316 -2.2879 -0.5238
H 1.39010 4.40862 0.00827 -1.7514 -0.6432 1.5225
H -0.33273 3.51765 0.31698 1.9520 1.1025 0.8061
H 0.26530 1.84555 3.53731 -0.8516 2.4629 -0.7478
H -0.94900 2.56104 2.28603 1.5896 0.6083 1.9558
H -0.67629 3.54017 3.91010 1.2116 -1.3104 -1.4963
H 2.97616 2.63455 -0.58389 0.5034 -2.2460 0.2375
C -5.45480 -0.55777 -2.93806 0.0066 0.0128 0.0196
C -5.24959 -1.33308 -4.07440 -0.0028 0.1495 0.2154
C -3.95337 -1.48263 -4.54087 0.7990 0.3386 0.3239
N -2.87484 -0.91519 -3.95766 -0.9386 0.0824 0.3554
C -3.10560 -0.16669 -2.85723 0.3354 -0.4357 -0.7099
C -4.36370 0.03812 -2.31393 -0.2426 -0.1418 -0.1481
H -6.45659 -0.41876 -2.54215 0.1129 -0.0175 -0.0456
H -6.07891 -1.80990 -4.58443 0.0901 0.0324 0.0339
H -3.74127 -2.08067 -5.42236 -0.0552 0.0350 0.0540
H -2.22281 0.28017 -2.40856 -0.0725 -0.0148 0.0502
H -4.49019 0.64773 -1.42645 0.0461 -0.0528 -0.0793
C 5.93604 1.88899 -6.47241 -0.0034 -0.0058 0.0057
C 4.83333 2.17547 -7.27019 0.2026 -0.0490 0.1937
C 3.62011 2.42222 -6.64780 -0.2558 0.0074 0.8934
N 3.44392 2.39713 -5.30852 0.9094 -0.2072 -0.3871
C 4.53224 2.11438 -4.56015 -0.7760 0.2281 -0.4487
C 5.78667 1.85771 -5.08972 0.0141 0.0123 -0.2639
H 6.90376 1.69148 -6.92425 -0.1128 0.0216 0.0545
H 4.91652 2.20637 -8.35064 -0.0313 0.0049 0.1017
H 2.73085 2.65362 -7.22689 0.0839 -0.0268 0.0128
H 4.36387 2.09812 -3.48698 0.0966 -0.0239 -0.0652
H 6.62660 1.63811 -4.44045 -0.0945 0.0145 -0.0344
C -5.04264 -2.40272 4.97099 0.1357 -0.1249 -0.0451
C -6.14535 -2.11624 4.17321 0.0912 -0.0235 0.2772
C -7.35857 -1.86949 4.79560 -0.1862 0.0087 0.8836
N -7.53476 -1.89458 6.13488 0.8648 -0.1772 -0.4037
C -6.44644 -2.17733 6.88325 -0.7790 0.2075 -0.3984
C -5.19201 -2.43400 6.35368 -0.1508 0.0580 -0.2837
H -4.07492 -2.60024 4.51915 -0.3354 0.0780 0.1661
H -6.06216 -2.08534 3.09276 -0.0012 -0.0044 0.0881
H -8.24782 -1.63809 4.21651 0.0584 -0.0199 0.0129
H -6.61481 -2.19359 7.95642 0.0319 -0.0009 -0.0633
H -4.35208 -2.65361 7.00295 -0.0707 0.0030 -0.0406

No. 3
85
Properties=species:S:1:pos:R:3:forces:R:3 method="wB97M-V/def2-TZVPD" mol_weight_da=774.3 max_force_ev_per_a=3.1 homo_lumo_gap_ev=6.36 total_energy_ha=-8695.0771 lumo_energy_ev=-1.2
Zn 1.16805 1.22642 -0.03176 -0.3155 0.7193 0.7682
C 0.61733 1.16067 4.74833 0.3085 -0.5269 0.2995
C 1.96267 1.17561 5.10974 -0.5251 0.4312 0.2825
C 2.91914 1.18257 4.11493 0.6139 0.0945 0.4320
C 2.55631 1.05255 2.78527 -1.8088 -0.1467 0.0074
N 1.23856 0.94960 2.45063 0.6096 -0.4806 0.3305
C 0.31651 0.99018 3.41521 0.3625 0.4821 -0.4987
C 3.52607 1.02001 1.69194 1.5332 -0.5544 -0.5829
C 4.87993 0.70270 1.94336 -0.1966 0.3030 0.1657
C 5.81919 0.66091 0.92047 0.4817 -0.0898 0.5168
C 5.44938 0.99102 -0.36738 -1.0035 0.3546 -0.0014
C 4.10752 1.31879 -0.61608 0.6890 -0.3004 -0.1098
C 3.12722 1.24280 0.36710 -0.5323 -0.2252 -0.2909
H -0.19318 1.20780 5.46371 0.1443 -0.0201 0.1223
H 2.23674 1.23999 6.16278 0.0533 0.0726 -0.2851
H 3.96453 1.33906 4.36560 -0.1707 -0.1984 0.0390
H -0.72746 0.93928 3.12479 0.0692 -0.0510 -0.2846
H 5.25058 0.48174 2.94316 -0.2679 0.0030 -0.0968
H 6.85501 0.40379 1.18314 -0.4843 0.0642 -0.2850
H 6.13896 0.98805 -1.18562 0.4719 0.0395 -0.2356
H 3.83605 1.61693 -1.63279 0.0916 -0.1741 0.2857
Se 2.13480 0.11659 -3.19254 -1.3418 1.5948 -0.7103
N 0.94456 1.17304 -2.26381 0.8226 -0.4385 -0.8644
C 0.24365 1.89983 -3.12782 1.5520 -2.1851 -1.6029
C -0.88396 2.66652 -2.84386 -1.6978 1.0429 -1.1482
C -1.68470 3.00101 -3.92500 0.0989 -0.1590 0.9918
C -1.32771 2.79976 -5.28443 0.9114 -0.0261 -0.6282
C -0.14323 2.18346 -5.60977 -1.9378 1.1337 -1.0606
C 0.58378 1.60849 -4.58275 1.9726 -1.2383 2.0923
N 1.58365 0.73765 -4.81690 -0.7706 0.4234 1.6809
H -1.13789 2.97437 -1.84414 -0.1210 -0.2372 0.1775
H -2.66972 3.41505 -3.76298 0.0860 0.3550 0.3057
H -1.96027 3.22526 -6.07744 0.2740 -0.3242 0.4743
H 0.16455 2.11584 -6.64371 0.1296 -0.2426 0.0571
C -1.27119 -4.46358 -1.76761 -0.2416 -0.0197 -0.2898
Si -0.34022 -2.81747 -1.82431 -0.4839 0.5841 -0.2388
C -0.97731 -1.72231 -3.28220 -0.5753 -1.0177 0.0704
C 1.49662 -3.19146 -2.08181 0.1207 -0.2382 -0.6173
As -0.71983 -1.46856 0.16739 -0.0383 0.3244 -0.3509
Si -3.15357 -0.91268 0.17993 -0.0232 -0.5093 -0.1270
C -3.67865 0.44194 -1.04730 -0.3443 -0.3945 -0.1223
C -3.70850 -0.33357 1.89408 -0.6431 -0.4271 0.2045
C -4.11177 -2.48460 -0.27472 -0.2338 -0.4011 0.7785
Si -0.02595 -2.95524 1.92548 -0.0012 0.0857 0.2709
C 1.86880 -2.81959 1.97792 0.1259 -0.2531 0.0800
C -0.60109 -2.33902 3.62754 -1.2481 -0.2294 -0.0569
C -0.59123 -4.77155 1.65694 0.2261 -0.1500 0.9713
H -1.65780 -4.78193 -2.76507 0.3063 0.2535 0.6664
H -2.10789 -4.41724 -1.06006 0.0821 0.0087 -0.2887
H -0.59352 -5.23273 -1.39315 -0.0286 -0.0823 -0.0928
H -0.23716 -1.68404 -4.11561 -0.6973 0.0114 0.5047
H -1.21783 -0.72321 -2.92298 0.2219 0.1891 -0.1176
H -1.96264 -2.16454 -3.62501 1.1209 0.4247 0.0952
H 1.76039 -3.11923 -3.16474 -0.3129 -0.0553 0.6612
H 1.77072 -4.20460 -1.76487 -0.1649 0.1156 0.0453
H 2.15907 -2.51151 -1.56446 0.1546 0.2671 0.2354
H -3.70075 1.44312 -0.60620 0.1491 -0.1517 0.0003
H -4.71954 0.20222 -1.39381 0.8265 0.1181 0.3058
H -3.03445 0.46450 -1.92862 -0.0542 0.0760 -0.0242
H -3.04052 0.44777 2.23172 0.0957 0.3303 0.1845
H -3.68323 -1.13590 2.65548 0.0417 0.2579 -0.3800
H -4.75951 0.07536 1.89344 1.0169 -0.3598 -0.2217
H -4.13205 -2.71466 -1.34441 0.2109 0.0290 0.1103
H -5.17280 -2.33804 0.03447 0.5840 -0.1313 -0.1261
H -3.70637 -3.37172 0.28815 -0.4394 0.7901 -0.5546
H 2.26471 -1.82784 1.70642 -0.3348 -0.1887 0.1229
H 2.28144 -3.52862 1.25333 0.1793 -0.0033 0.0957
H 2.26841 -3.07161 2.99299 -0.3902 0.0837 -0.7691
H 0.25097 -1.96370 4.20592 -0.2183 -0.2102 -0.0213
H -1.16378 -3.15002 4.17935 0.7625 0.8100 -0.4239
H -1.31841 -1.50090 3.50673 0.3744 -0.3861 0.1488
H 0.04938 -5.27312 0.90256 -0.4772 0.1950 0.4046
H -1.66445 -4.87363 1.38727 0.7064 0.1304 0.0440
H -0.45823 -5.30072 2.65935 -0.0587 0.5207 -1.2470
C -1.51331 5.18460 0.30705 -0.1117 0.0165 -0.4703
C -2.07263 3.97885 0.75616 -0.2366 0.9783 0.0064
C -1.29653 2.83160 0.77348 -0.7395 0.0434 0.0146
C 0.00607 2.82666 0.30579 0.6936 -1.3244 0.1269
C 0.58936 4.02552 -0.06220 -0.4875 0.8608 -0.1970
C -0.18418 5.17456 -0.12335 -0.2039 0.9143 0.3686
H -2.08805 6.12975 0.23426 0.2765 -0.8237 0.1617
H -3.11829 3.96107 1.06673 0.2169 -0.0389 0.0745
H -1.77427 1.92190 1.15368 0.2456 0.0863 -0.2885
H 1.63853 4.14098 -0.32007 0.0088 -0.4075 -0.1786
H 0.25640 6.11141 -0.47244 -0.0613 -0.1973 0.1073